Record 1
Here is a structure of composition C27H29N6OSSn from the OMol25 dataset. Energies are from wB97M-V/def2-TZVPD.

```
65
Properties=species:S:1:pos:R:3:forces:R:3
Sn -0.87139 0.39639 -2.49998 -1.0 0.6 -0.4
S -5.10022 1.39526 -4.18921 0.0 0.0 0.0
O 1.52413 3.61855 -1.94000 0.0 0.0 0.0
N -2.63208 1.46743 -3.58400 0.2 0.1 0.1
N -3.17523 0.37559 -2.92974 0.1 -0.1 0.0
N 0.89212 -0.27928 -0.16378 0.1 -1.4 0.5
N 2.96915 -0.20360 0.62135 -0.3 -0.1 -0.1
N -3.27854 3.20214 -5.02898 0.0 0.0 0.0
N 1.24091 -0.43899 2.20317 -0.1 0.3 0.0
C 1.68606 0.27049 4.48270 0.1 0.0 -0.1
C 3.14638 -1.37751 3.43226 -0.1 -0.1 0.0
C -1.43659 0.27451 0.44590 0.0 0.0 0.2
C -6.12822 -0.32209 -1.36128 0.0 0.0 0.0
C 2.44006 0.13742 5.64406 0.0 0.0 0.0
C 1.68987 -0.32121 0.97370 0.2 1.0 0.0
C -4.43832 0.19302 -3.13076 0.0 0.0 0.0
C -3.52911 2.12430 -4.30043 0.0 0.0 0.0
C -0.49431 -0.68714 0.04523 0.5 -0.2 -0.5
C 3.07457 -0.40982 -0.76188 0.0 0.0 0.0
C 1.79014 -0.62943 -1.25909 0.1 0.2 -0.3
C 5.55758 -0.03975 -0.90584 0.0 -0.1 0.0
C -2.71003 -0.20077 0.77706 0.0 0.0 -0.1
C -1.09137 1.72828 0.65100 0.0 0.0 0.0
C 4.23805 -0.40577 -1.51512 0.1 0.1 0.1
C -3.02643 -1.54786 0.70104 0.0 0.0 0.0
C -2.07917 -2.47649 0.27445 -0.1 0.1 -0.2
C -0.80991 -2.04269 -0.06665 0.0 0.0 0.0
C 4.07681 -0.75576 -2.84579 0.0 0.0 0.0
C 2.06642 -0.50446 3.38934 0.0 0.0 0.0
C -5.26890 -0.87466 -2.50620 0.0 0.0 0.1
C 0.51931 1.21649 4.41074 -0.1 -0.1 0.0
C 0.85175 2.77576 -2.23100 0.1 0.1 0.0
C 3.88488 -1.47819 4.59967 0.0 0.0 0.0
C 2.83226 -1.09022 -3.35078 -0.4 -0.2 -0.4
C 1.65171 -1.03652 -2.60809 0.6 0.4 0.8
C 3.53133 -0.71523 5.70390 0.0 0.0 0.0
H 2.76094 -1.44335 -4.37146 0.0 0.0 0.0
H 4.71107 -2.17298 4.65593 0.0 0.0 0.0
H -6.86541 0.39312 -1.72479 0.0 0.0 0.0
H 5.89587 -0.80442 -0.20254 0.0 0.0 0.0
H -2.32916 -3.52696 0.21148 0.0 0.0 0.0
H 3.38204 -2.01586 2.58889 0.0 0.0 0.0
H 4.10776 -0.78666 6.61574 0.0 0.0 0.0
H 0.47366 1.83622 5.30268 0.0 0.0 0.0
H 2.16630 0.71868 6.51506 0.0 0.0 0.0
H -5.91196 -1.31891 -3.26755 0.0 0.0 0.0
H -6.66914 -1.13782 -0.88598 0.0 0.0 0.0
H 4.94256 -0.80532 -3.49278 0.0 0.0 0.0
H -2.34431 3.57230 -5.10085 0.0 0.0 0.0
H -0.40673 2.11765 -0.10358 0.0 0.0 0.0
H 0.24984 -0.30054 2.35314 0.0 -0.2 0.0
H 6.32207 0.05622 -1.67275 0.0 0.0 0.0
H 0.59796 1.88705 3.55137 0.0 0.0 0.0
H -0.43588 0.68275 4.34912 0.0 0.0 0.0
H -0.05052 -2.74324 -0.39461 0.0 0.0 0.1
H -0.59822 1.87784 1.61459 0.0 0.0 0.0
H -4.01645 -1.88117 0.98393 0.0 0.0 0.0
H 0.75503 -1.37992 -3.10580 0.0 -0.3 0.2
H -5.51224 0.17344 -0.61024 0.0 0.0 0.0
H -4.59105 -1.65101 -2.14911 0.0 0.0 0.0
H -3.45139 0.50593 1.12969 0.0 0.0 0.0
H -1.99152 2.33978 0.65451 0.0 0.0 0.0
H 5.49671 0.91274 -0.37605 0.0 0.0 0.0
H 3.72661 -0.12634 1.28669 0.0 -0.1 0.0
H -4.00815 3.68260 -5.53168 0.0 0.0 0.0
```
Positions in Å, forces in eV/Å.

As for the lowest unoccupied orbital energy: -10.27 eV. Its charge is +3. The calculated total energy is -2061.61681 Ha. The calculation puts the HOMO energy at -16.04 eV. As for the gap between HOMO and LUMO: 0.21225 Ha.

---

Record 2
Here is a structure of composition C27H29N7ORh from the OMol25 dataset. Energies are from wB97M-V/def2-TZVPD.

```
65
Properties=species:S:1:pos:R:3:forces:R:3
Rh 0.50482 -0.26499 0.05375 -0.4 0.2 0.5
O 0.31036 0.26638 -2.03495 -0.1 -0.1 0.2
N 0.76282 3.41908 2.38316 0.0 0.1 0.0
N 1.32428 0.00319 -4.02001 0.1 0.0 -0.1
N 3.57964 -2.43671 4.72795 0.0 -0.1 -0.1
N 3.28467 -2.48729 2.26981 0.7 -0.4 0.5
N -0.35697 1.48443 2.82076 0.0 -0.2 -0.1
N 1.96889 -1.50775 0.49726 0.3 -0.2 0.1
N 0.90181 1.66516 0.85886 0.2 -0.1 -0.6
C 2.33275 0.99877 -3.64559 0.0 0.0 -0.1
C -1.07399 0.28249 2.63687 0.0 0.2 0.0
C 0.43741 5.03613 5.69436 0.0 0.0 0.0
C 0.96746 4.37828 4.59756 0.0 -0.1 0.0
C -1.81832 -1.61671 1.35969 -0.1 0.0 0.1
C 0.39822 -0.30352 -3.14538 0.0 0.1 0.1
C 0.43803 2.17139 1.98159 0.0 0.0 0.1
C 3.78835 1.59230 0.99226 0.0 0.1 0.0
C 1.65992 2.51170 -0.01848 0.0 0.0 0.2
C 2.58622 -1.97389 1.41693 -0.7 0.5 -0.3
C -1.03880 -0.46255 1.46499 0.3 -0.2 -0.5
C -1.88721 0.66727 5.00796 0.0 -0.1 0.0
C 0.98714 3.34144 -0.90963 -0.1 0.0 0.0
C -2.60881 -2.02768 2.41352 0.0 0.0 0.0
C 3.74946 3.30289 -0.86991 0.0 0.0 0.0
C 3.08375 4.14125 -1.75376 0.0 0.0 0.0
C 3.42543 -2.46315 3.58507 -0.3 0.2 -0.3
C -1.86055 -0.12695 3.72461 -0.1 0.0 0.1
C -0.90334 5.39391 5.69114 0.0 0.0 0.0
C 0.16484 4.09591 3.49788 0.1 0.0 0.0
C -2.61508 -1.28128 3.58749 0.0 0.0 0.0
C 3.05695 2.47874 0.01652 0.1 -0.1 0.1
C 1.69515 4.16185 -1.77469 0.0 0.0 0.0
C -1.18213 4.47266 3.46182 0.0 0.0 -0.1
C -2.05634 4.23003 2.25716 0.1 0.0 0.0
C -1.69558 5.11352 4.58743 0.0 0.0 0.0
C 1.39521 -0.71198 -5.30299 0.0 0.1 0.1
H -2.73596 5.41879 4.58319 0.0 0.0 0.0
H -0.53613 1.96188 3.69091 0.0 0.0 0.1
H -1.33142 5.90354 6.54530 0.0 0.0 0.0
H -2.88496 4.93640 2.24409 0.0 0.0 0.0
H 3.63415 1.92182 2.02299 0.0 0.0 0.0
H -2.28133 1.67881 4.85968 0.0 0.0 0.0
H 0.41882 -0.73835 -5.78084 0.0 0.0 0.0
H 4.83480 3.29024 -0.85645 -0.1 0.0 0.0
H 1.06405 5.25687 6.54889 0.0 0.0 0.0
H -2.52579 0.17948 5.74112 0.0 0.0 0.0
H -0.31260 -1.07341 -3.45761 -0.1 0.0 0.0
H 3.01750 0.59410 -2.89915 0.0 0.0 0.0
H -1.49558 4.34717 1.32773 0.0 0.0 0.0
H -0.89027 0.75320 5.45080 0.0 0.0 0.0
H 3.43946 0.56142 0.93147 0.0 0.0 0.0
H 1.16562 4.81420 -2.45884 0.0 0.0 0.0
H 2.00616 4.06805 4.58712 0.0 0.0 0.0
H 2.89376 1.28084 -4.53070 0.0 0.0 0.0
H 4.86007 1.60274 0.79718 0.0 0.0 0.0
H 3.64883 4.77896 -2.42347 0.0 0.0 0.0
H 1.47739 3.89391 1.85362 0.0 0.0 -0.1
H 2.07991 -0.18367 -5.95767 0.0 0.0 0.0
H -3.22586 -1.60390 4.42257 0.0 0.0 0.0
H 1.84989 1.87653 -3.22250 0.0 0.0 0.0
H -2.48459 3.22354 2.25935 0.0 0.0 0.0
H -0.09724 3.33014 -0.91855 0.0 0.0 0.0
H -3.20817 -2.92520 2.33325 0.0 0.0 0.0
H 1.76047 -1.72880 -5.17040 0.0 0.0 0.0
H -1.80570 -2.20411 0.44892 0.0 0.0 0.0
```
Positions in Å, forces in eV/Å.

As for the lowest unoccupied orbital energy (spin up / spin down): -1.97 / -5.41 eV. Its charge is +1. The calculated total energy is -1615.04281 Ha. The calculation puts the HOMO energy (spin up / spin down) at -10.63 / -11.24 eV. As for the gap between HOMO and LUMO (spin up / spin down): 0.31836 / 0.21428 Ha. Its expectation value of S² is 6.02. As for the spin multiplicity: 5.

---

Record 3
Here is a structure of composition C27H30BBrCl2F4InN2O4P2 from the OMol25 dataset. Energies are from wB97M-V/def2-TZVPD.

```
74
Properties=species:S:1:pos:R:3:forces:R:3
In -0.82950 -0.06640 1.05828 0.0 -0.1 0.1
Br -0.88079 -5.17335 -4.45421 -0.1 -0.4 -0.2
Cl -0.11328 0.13803 5.85726 0.5 0.3 0.4
Cl -4.68777 -2.40431 7.02333 -0.5 -0.3 0.7
P 0.12421 2.32635 1.34327 0.1 0.8 0.2
P 1.78089 -0.70805 1.49991 0.1 -0.3 -0.3
F -2.69100 1.73316 1.30040 -0.4 -0.4 -1.2
F -3.39971 2.78359 -0.70570 0.3 -1.7 0.8
F -2.09866 0.80251 -0.76397 -0.5 0.3 0.9
F -4.35543 0.70832 -0.00083 1.2 1.0 -0.2
O -2.60985 -1.26146 1.15243 -0.2 0.0 0.3
O 0.26250 -0.20593 -1.23500 -0.3 0.7 0.0
O -0.87938 -0.27413 3.18139 -0.4 -0.1 -0.4
O -0.35639 -2.46096 0.04157 -0.4 -0.7 0.0
N 0.50094 0.12036 -5.29609 0.3 -0.2 1.0
N 1.56811 0.79919 -3.41431 0.1 -0.1 0.0
C 0.10545 -1.35560 -1.99295 -0.3 -1.0 -0.4
C 2.71990 2.85958 -4.38071 -0.5 -0.1 -1.0
C -3.36227 -1.51531 2.12661 0.2 0.1 0.4
C 2.14649 3.12364 -6.76709 -0.3 -0.4 0.6
C 1.86277 2.07725 1.87908 0.2 0.3 -0.2
C 0.25527 -1.34559 -3.38085 -0.1 -0.6 0.5
C 0.16858 3.40093 -0.15452 -0.2 -0.6 0.3
C -0.80686 -3.66942 0.74924 0.5 0.7 -0.3
C 1.89156 1.73583 -4.39373 -0.3 -0.4 -1.0
C -2.44384 -1.13898 6.28894 -0.1 -0.2 -0.6
C -0.25517 -2.54305 -1.33593 -0.3 0.0 0.0
C -3.95111 -1.89445 4.51731 1.0 0.6 0.1
C -1.80222 -0.73297 3.96282 -0.8 -0.6 0.1
C 2.56142 0.91519 1.15379 0.2 0.0 0.2
C 1.18925 1.27932 -5.56893 1.0 1.0 0.9
C -3.62790 -1.77398 5.85466 0.2 0.2 -1.1
C -0.53239 -3.69522 -2.07001 0.2 0.3 -0.2
C 1.32146 1.98754 -6.76608 0.5 0.5 0.2
C -3.05077 -1.38765 3.52321 1.2 0.7 0.6
C -1.55530 -0.62777 5.37656 -1.1 -0.5 -0.7
C -0.45398 -3.65470 -3.47146 0.2 0.9 0.6
C -0.06276 -2.50121 -4.13190 0.2 0.3 0.6
C -0.57325 3.37967 2.68379 -0.2 -0.7 -0.4
C 2.81676 3.55888 -5.59917 -0.5 -0.8 0.4
C 2.75935 -1.86941 0.46235 -0.6 0.0 0.2
C 0.76979 -0.15233 -4.03622 -0.4 0.4 -1.2
C 2.31093 -1.10655 3.19482 -0.4 0.1 -0.1
B -3.23909 1.53713 -0.07139 -0.5 0.5 0.1
H 3.82052 -1.71786 0.59694 0.3 0.1 0.1
H 2.38099 3.03018 1.68232 0.0 -0.3 0.1
H 3.40587 4.45673 -5.66222 0.2 0.1 0.1
H 3.59518 0.81366 1.49802 0.0 0.2 -0.1
H 1.75300 -0.47571 3.88042 -0.1 0.0 0.1
H 2.51357 -2.90116 0.72767 0.0 0.1 0.1
H -0.85691 3.51426 -0.52422 0.1 0.0 0.1
H 3.23388 3.14556 -3.47527 0.1 0.2 0.0
H 2.58086 1.08939 0.06995 0.0 -0.1 0.2
H -0.80725 -4.62677 -1.59225 0.0 0.2 0.0
H 2.51427 -1.74289 -0.58500 -0.1 0.1 -0.2
H 2.07357 0.64732 -2.53877 -0.3 0.1 -0.7
H 0.75677 2.93455 -0.94706 0.1 0.0 0.0
H 3.37083 -0.93413 3.35249 0.2 -0.1 -0.1
H -0.11851 -4.48583 0.51131 -0.1 0.1 0.1
H 0.82395 1.62745 -7.65715 0.0 0.1 0.0
H 0.58793 4.37534 0.08546 0.0 0.0 0.0
H -2.24186 -1.09930 7.34582 0.1 0.1 0.2
H -1.82849 -3.92808 0.48144 0.0 0.1 -0.2
H 2.05832 -2.14862 3.41275 0.1 0.1 0.0
H 2.28435 3.71045 -7.66934 -0.1 -0.2 0.0
H 0.02631 4.27749 2.86211 0.0 -0.2 -0.2
H 0.03274 -2.48545 -5.20996 0.0 0.1 0.1
H -4.37013 -1.89464 1.87945 0.3 0.0 0.0
H -0.76151 -3.42432 1.81238 0.1 0.0 -0.2
H -0.62661 2.77142 3.58858 0.1 0.0 0.0
H 1.88164 1.92153 2.96690 -0.1 0.0 -0.2
H -0.11244 0.55189 -1.75350 0.3 -0.7 0.5
H -1.59621 3.62313 2.39894 0.1 0.2 0.0
H -4.87158 -2.37325 4.22182 -0.1 0.0 0.0
```
Positions in Å, forces in eV/Å.

As for the lowest unoccupied orbital energy: -3.42 eV. Its charge is +1. The calculated total energy is -6249.00389 Ha. The calculation puts the HOMO energy at -10.63 eV. As for the gap between HOMO and LUMO: 0.26490 Ha.

---

charge of number 1 (C27H29N6OSSn)? +3